(1)
Density functional theory data (ωB97M-V/def2-TZVPD) for 3 unconnected molecules or ions with the total composition C35H31N5O4P at a distorted geometry.

**Charge**: +1
**F_max**: 2.3 eV/Å
**Molecular weight**: 616.64 g/mol
**Kohn-Sham gap**: 7.1 eV

Last column: Löwdin charge in e.
Element x y z (Å)
P  5.556  -1.531  2.491  0.723
O  -1.142  -5.118  -6.109  0.122
O  -0.421  -3.154  -1.189  0.064
O  0.184  5.187  -2.065  0.113
O  -1.085  6.346  2.994  0.114
N  1.831  -2.583  3.491  0.150
N  -2.254  -1.233  1.566  0.088
N  6.085  -0.483  3.531  -0.297
N  -0.854  0.202  2.960  0.102
N  -2.477  -1.190  3.910  0.065
C  -2.990  -2.988  -2.271  -0.006
C  -1.488  -1.090  2.806  -0.659
C  -2.431  8.916  -0.020  -0.048
C  -1.917  -3.536  -2.964  -0.086
C  -4.236  -2.918  -2.870  -0.053
C  0.926  3.345  -0.105  0.005
C  -0.973  -4.648  -5.005  -0.275
C  -0.057  4.838  1.512  -0.074
C  1.302  2.492  0.919  -0.074
C  -3.354  -3.954  -4.854  0.007
C  1.448  -5.208  -5.062  0.008
C  0.250  4.523  0.189  -0.075
C  -0.496  -2.297  2.915  -0.025
C  0.969  -1.968  2.666  -0.147
C  -1.312  7.510  -1.621  0.003
C  -4.417  -3.395  -4.164  -0.046
C  -1.263  6.954  0.727  -0.084
C  0.567  -4.127  -3.095  -0.086
C  0.338  3.988  2.538  0.001
C  3.160  -2.455  3.421  -0.053
C  -0.578  -3.574  -2.323  -0.277
C  2.883  -0.982  1.599  -0.003
C  2.910  -4.641  -3.239  -0.060
C  1.840  -4.113  -2.537  -0.015
C  3.726  -1.652  2.488  -0.309
C  -2.026  8.081  1.008  0.003
C  -0.133  5.440  -0.923  -0.276
C  0.374  -4.665  -4.369  -0.077
C  -2.068  8.635  -1.333  -0.047
C  2.712  -5.196  -4.499  -0.048
C  1.523  -1.153  1.693  0.024
C  -2.103  -4.032  -4.257  -0.079
C  -0.824  6.075  1.841  -0.276
C  1.017  2.817  2.243  -0.082
C  -0.915  6.662  -0.595  -0.084
H  -3.104  -0.676  1.640  0.090
H  -2.848  -2.612  -1.267  0.103
H  -3.029  9.791  0.201  0.111
H  1.454  -3.184  4.218  0.183
H  -0.799  0.657  2.050  0.074
H  -2.002  -0.985  4.787  0.083
H  -0.757  -3.141  2.264  0.139
H  -3.497  -4.327  -5.860  0.125
H  -1.034  7.290  -2.643  0.123
H  6.111  -2.800  2.803  0.017
H  1.153  3.095  -1.133  0.123
H  5.977  -1.173  1.190  0.015
H  -2.602  -2.191  1.568  0.073
H  3.307  -0.337  0.835  0.128
H  3.902  -4.622  -2.806  0.106
H  -2.380  9.293  -2.134  0.111
H  -2.306  8.303  2.029  0.123
H  3.780  -3.014  4.117  0.147
H  1.294  -5.635  -6.044  0.125
H  -2.879  -2.121  3.946  0.083
H  3.548  -5.616  -5.043  0.112
H  1.319  2.154  3.044  0.098
H  5.328  -0.039  4.040  -0.033
H  1.823  1.572  0.687  0.076
H  -5.070  -2.487  -2.331  0.108
H  1.993  -3.685  -1.555  0.106
H  -1.500  0.787  3.485  0.093
H  -0.547  -2.676  3.943  0.117
H  0.110  4.241  3.565  0.123
H  -5.390  -3.331  -4.634  0.112
H  0.857  -0.656  0.997  0.130

---

(2)
Density functional theory data (ωB97M-V/def2-TZVPD) for a molecular structure, C35H31N7ORe at a distorted geometry.

**Charge**: +2
**F_max**: 1.4 eV/Å
**Molecular weight**: 751.89 g/mol
**Energy relative to the best compared isomer or geometry (same formula, charge and spin)**: 71.6 kcal per mole
**2S+1**: 2
**Kohn-Sham gap (spin up / spin down)**: 5.9 / 5.8 eV

Last column: Löwdin charge in e.
Element x y z (Å)
Re  0.532  0.065  -0.857  1.541
O  2.563  -2.230  3.430  0.096
N  1.480  -1.195  -1.911  -0.101
N  0.260  1.984  -1.743  -0.055
N  -0.113  -1.573  0.272  -0.089
N  -1.323  0.756  -2.942  0.135
N  1.595  -1.926  5.462  0.158
N  -0.671  -0.174  -2.355  -0.159
N  0.404  -2.951  3.723  0.189
C  1.610  -2.336  4.175  -0.494
C  -1.456  3.157  -2.962  0.034
C  -0.577  0.556  7.146  -0.026
C  -1.050  -3.106  -4.629  -0.033
C  -0.540  -1.419  -3.057  -0.219
C  -0.619  -2.143  6.525  -0.028
C  4.227  -3.130  -0.342  -0.046
C  0.349  1.722  1.049  -0.141
C  1.971  0.293  1.810  -0.006
C  -1.123  -2.352  -0.082  -0.098
C  0.376  4.355  -1.984  -0.015
C  5.289  -2.245  -0.504  -0.052
C  3.841  -0.709  -1.655  -0.030
C  -1.696  -0.197  7.489  -0.262
C  0.521  -1.749  1.589  -0.199
C  5.097  -1.039  -1.159  -0.054
C  -0.833  4.354  -2.685  -0.004
C  2.788  -1.593  -1.480  -0.296
C  0.467  -1.365  6.157  -0.250
C  0.201  -3.677  -4.389  -0.030
C  -2.871  0.426  8.190  -0.037
C  1.795  1.484  1.205  -0.072
C  -1.692  -1.553  7.175  -0.024
C  -1.673  -3.326  0.751  -0.005
C  0.884  3.165  -1.526  -0.114
C  1.102  -3.113  -3.495  0.021
C  -0.863  1.987  -2.502  -0.294
C  -0.334  0.632  1.481  -0.094
C  -1.186  -3.520  2.042  0.012
C  0.638  -0.319  2.147  -0.235
C  0.716  -1.964  -2.821  -0.212
C  -0.123  -2.771  2.489  -0.141
C  -1.431  -1.944  -3.971  0.008
C  2.971  -2.811  -0.832  -0.048
C  0.496  -0.017  6.477  -0.023
H  2.082  -3.544  -3.344  0.125
H  1.812  3.116  -0.976  0.110
H  2.140  -3.495  -0.709  0.122
H  -2.380  -1.461  -4.154  0.126
H  -2.362  3.091  -3.546  0.133
H  4.381  -4.070  0.170  0.119
H  -0.532  1.602  7.418  0.119
H  -2.499  -3.914  0.379  0.122
H  5.925  -0.358  -1.302  0.116
H  2.575  2.169  0.909  0.116
H  -1.626  -4.268  2.688  0.131
H  -2.526  -2.172  7.480  0.123
H  -0.023  -3.633  4.333  0.151
H  -2.612  1.393  8.616  0.082
H  1.536  -2.114  1.401  0.134
H  3.679  0.220  -2.188  0.113
H  -1.549  -2.189  -1.060  0.107
H  -0.106  2.636  0.703  0.117
H  -1.266  5.282  -3.032  0.130
H  0.437  -0.271  3.227  0.169
H  -3.701  0.574  7.499  0.089
H  0.483  -4.573  -4.924  0.122
H  -3.229  -0.213  8.997  0.088
H  -1.407  0.532  1.550  0.137
H  2.498  -1.536  5.707  0.164
H  -0.609  -3.214  6.376  0.111
H  6.268  -2.505  -0.127  0.117
H  2.908  -0.179  2.065  0.129
H  1.364  0.583  6.229  0.118
H  0.916  5.271  -1.795  0.126
H  -1.717  -3.560  -5.348  0.121

---

Number 2 is which compound?
C35H31N7ORe

---

What is the formula in the first record?
C35H31N5O4P

---

The highest charge belongs to which entry?
C35H31N7ORe